The following is a quantum chemistry calculation of a structure of composition C31H49F6GeN7O6S5Sr, from the Open Molecules 2025 dataset.

- Relative energy (zero: lowest compared OMol25 entry of this formula, charge and spin): 41.6 kJ/mol
- HOMO energy: -7.114 eV
- Gap between HOMO and LUMO: 6.814 eV

Each line ends with the Mulliken charge.
Atoms and positions in Å:
Sr (0.19045, 0.55696, 0.50987)  2.218
C (-5.21785, -1.49449, -1.33881)  -0.886
C (-4.47789, -0.17258, -1.13926)  -1.049
S (-2.67397, -0.20001, -1.09775)  0.127
C (-2.21982, -0.40703, -2.83227)  0.403
C (-2.44246, -1.77663, -3.46406)  -0.924
S (-1.48039, -3.16726, -2.83013)  -0.151
C (-2.19976, -3.54170, -1.20984)  0.030
C (-3.69409, -3.89051, -1.22336)  -0.936
S (-4.78468, -2.84574, -0.21663)  -0.088
H (-5.12865, -1.85642, -2.36124)  0.293
H (-6.28057, -1.29948, -1.17785)  0.498
H (-4.76016, 0.26420, -0.18478)  0.488
H (-4.78664, 0.53546, -1.91417)  0.521
H (-1.15912, -0.15032, -2.85686)  -0.907
H (-2.75517, 0.34930, -3.41663)  0.570
H (-2.12952, -1.71420, -4.51077)  0.386
H (-3.49885, -2.04010, -3.48484)  0.452
H (-1.98815, -2.73849, -0.51056)  -0.244
H (-1.61421, -4.40515, -0.88969)  0.646
H (-3.84117, -4.88664, -0.80504)  0.336
H (-4.09069, -3.92819, -2.23862)  0.391
F (-3.98800, -0.36711, 1.93445)  -0.140
C (-3.60136, 0.08484, 3.12113)  0.554
F (-3.70831, -0.89118, 4.01333)  -0.194
F (-4.37938, 1.09948, 3.47967)  -0.207
S (-1.84563, 0.63039, 3.08051)  0.928
O (-1.10104, -0.47418, 2.52139)  -0.684
O (-1.55856, 1.07541, 4.40528)  -0.617
N (-1.90899, 1.77429, 1.96481)  -0.316
S (-1.03188, 3.07530, 2.07117)  1.082
O (-1.30710, 3.94629, 0.97551)  -0.703
O (0.35851, 2.67704, 2.28503)  -0.718
C (-1.54465, 4.02653, 3.59788)  0.402
F (-2.79614, 3.71432, 3.91130)  -0.187
F (-0.74243, 3.75841, 4.61210)  -0.191
F (-1.47809, 5.32297, 3.32174)  -0.198
C (3.84859, -2.67309, -1.44084)  -1.353
Ge (2.71428, -2.79095, 0.18742)  0.679
C (3.77807, -2.05534, 1.68445)  -1.131
C (2.58579, -4.72815, 0.54087)  -1.409
C (1.03768, -1.86582, 0.02084)  -1.106
H (4.89940, -2.79694, -1.17074)  0.447
H (3.74791, -1.73364, -1.98829)  0.306
H (3.59164, -3.48094, -2.13026)  0.411
H (4.84654, -2.22674, 1.53864)  0.349
H (3.48659, -2.53679, 2.61974)  0.413
H (3.61577, -0.98166, 1.79952)  0.121
H (3.57220, -5.18954, 0.62354)  0.375
H (2.03996, -5.22486, -0.26354)  0.354
H (2.04621, -4.90304, 1.47339)  0.396
H (0.41404, -2.26881, 0.84133)  0.599
H (0.53621, -2.21293, -0.89501)  0.106
O (2.23567, 4.62557, 3.31574)  -0.489
C (3.61214, 4.37241, 3.21661)  -0.543
N (4.24985, 5.11567, 2.15134)  -0.022
C (4.64082, 4.68923, 0.92180)  0.063
O (5.28033, 5.39485, 0.16262)  -0.668
C (4.26546, 3.29890, 0.50278)  0.787
C (5.22165, 2.47550, -0.08020)  -0.909
C (4.84124, 1.22365, -0.52518)  -0.894
C (3.51489, 0.84428, -0.38763)  -0.768
N (2.58135, 1.63930, 0.14381)  0.829
C (2.96017, 2.84564, 0.57639)  -1.154
H (1.72084, 3.86239, 3.01774)  0.295
H (3.82134, 3.31189, 3.07629)  0.429
H (4.07243, 4.69196, 4.15181)  0.397
H (4.46978, 6.08483, 2.32755)  0.265
H (6.24033, 2.82791, -0.17905)  0.506
H (5.55103, 0.54056, -0.97037)  0.605
H (3.16521, -0.12805, -0.71434)  0.158
H (2.17892, 3.47869, 0.97612)  0.878
N (1.53688, -2.67134, -8.37334)  -0.481
C (1.46960, -2.14220, -7.35656)  -0.140
C (1.37852, -1.47075, -6.08550)  0.632
C (1.11181, -0.10509, -6.03354)  -0.990
C (1.02817, 0.48962, -4.78750)  0.106
N (1.19042, -0.17209, -3.64177)  0.410
C (1.44451, -1.47576, -3.70542)  -0.531
C (1.54733, -2.17315, -4.90156)  -1.071
H (0.97350, 0.46914, -6.93860)  0.522
H (0.80230, 1.54804, -4.70610)  0.237
H (1.55985, -1.98628, -2.75915)  0.438
H (1.74507, -3.23558, -4.90518)  0.547
C (-0.53451, 6.33495, -2.56797)  -0.980
C (-0.48591, 5.14031, -3.51702)  -0.899
N (0.16729, 3.94936, -2.97465)  0.673
C (1.60782, 3.84160, -3.18944)  -0.746
C (2.44879, 4.71063, -2.25934)  -1.292
C (-0.50040, 3.08869, -2.15396)  0.188
C (-1.98011, 3.29681, -1.98845)  -1.776
N (0.03643, 2.09147, -1.53117)  1.640
H (-1.12952, 7.13444, -3.01193)  0.410
H (0.45896, 6.72897, -2.36449)  0.278
H (-0.98538, 6.06645, -1.61272)  0.179
H (0.05670, 5.41257, -4.42425)  0.405
H (-1.49429, 4.87757, -3.83364)  0.467
H (1.80467, 4.10435, -4.23200)  0.564
H (1.90912, 2.79933, -3.09033)  0.124
H (2.38705, 5.76416, -2.52698)  0.438
H (3.49923, 4.42050, -2.30634)  0.498
H (2.11219, 4.60301, -1.22767)  0.095
H (-2.48641, 3.10095, -2.93738)  0.498
H (-2.22710, 4.30718, -1.67257)  0.512
H (-2.34304, 2.59594, -1.24516)  -0.203
H (1.02159, 1.99342, -1.75934)  -1.060

Cartesian forces, eV/Å:
0.0 -0.5 -0.3
0.0 0.0 0.0
0.0 0.1 -0.1
0.0 -0.2 0.0
0.0 0.0 0.0
0.0 0.0 0.0
0.1 0.0 0.0
0.0 0.0 0.0
0.0 0.0 0.0
0.0 0.0 0.0
0.0 0.0 0.0
0.0 0.0 0.0
0.0 0.0 0.1
0.0 0.0 0.0
0.0 0.0 0.0
0.0 0.0 0.0
0.0 0.0 0.0
0.0 0.0 0.0
0.0 0.0 0.0
0.0 0.0 0.0
0.0 0.0 0.0
0.0 0.0 0.0
0.0 0.0 0.0
0.0 0.0 0.0
0.0 0.0 0.0
0.0 0.0 0.0
0.0 0.2 0.0
0.0 -0.2 0.1
0.1 0.0 0.0
-0.5 0.1 0.2
0.0 0.0 0.2
0.0 0.0 0.0
0.0 0.2 0.0
0.1 0.0 0.1
0.0 0.0 0.0
0.0 0.0 0.0
0.0 0.0 0.0
0.0 0.0 0.0
0.0 0.0 0.0
0.0 0.0 0.0
0.0 0.0 0.0
0.0 0.0 0.0
0.0 0.0 0.0
0.0 0.0 0.0
0.0 0.0 0.0
0.0 0.0 0.0
0.0 0.0 0.0
0.0 0.0 0.0
0.0 0.0 0.0
0.0 0.0 0.0
0.0 0.0 0.0
0.0 0.0 0.0
0.0 0.0 0.0
0.0 0.0 0.0
0.0 0.0 0.0
0.0 0.0 0.0
0.0 0.0 0.0
0.0 0.0 0.0
0.0 0.0 0.0
0.0 0.0 0.0
0.0 0.0 0.0
-0.1 0.0 -0.1
0.3 0.0 0.1
0.0 -0.1 0.0
0.0 0.0 0.0
0.0 0.0 0.0
0.0 0.0 0.0
0.0 0.0 0.0
0.0 0.0 0.0
0.0 0.0 0.0
0.0 0.0 0.0
0.0 0.0 0.0
0.0 0.0 0.0
0.0 0.0 0.0
0.0 0.0 0.0
0.0 0.0 0.0
-0.1 -0.1 0.0
0.1 0.1 0.0
0.0 0.0 0.0
0.0 0.0 0.0
0.0 0.0 0.0
0.0 0.0 0.0
0.0 0.0 0.0
0.0 0.0 0.0
0.0 0.0 0.0
0.0 0.0 0.0
0.0 0.0 -0.1
0.0 0.0 0.0
0.0 0.0 0.0
0.0 0.1 0.2
0.0 0.0 0.0
0.0 0.1 -0.2
0.0 0.0 0.0
0.0 0.0 0.0
0.0 0.0 0.0
0.0 0.0 0.0
0.0 0.0 0.0
0.0 0.0 0.0
0.0 0.0 0.0
0.0 0.0 0.0
0.0 0.0 0.0
0.0 0.0 0.0
0.0 0.0 0.0
0.0 0.0 0.0
0.0 0.0 0.0
0.0 0.0 0.0


The following is a quantum chemistry calculation of a cluster of 2 separate species, C5H8Cl2 in total, from the Open Molecules 2025 dataset.

- Relative energy (zero: lowest compared OMol25 entry of this formula, charge and spin): 483.8 kJ/mol
- HOMO energy (spin up / spin down): -8.343 / -8.151 eV
- Gap between HOMO and LUMO (spin up / spin down): 8.226 / 8.318 eV

Each line ends with the Mulliken charge.
Atoms and positions in Å:
C (2.10045, 0.43909, 1.37461)  -0.376
C (0.83384, 0.37069, 1.46859)  -0.362
C (-0.48788, -1.47276, -0.95750)  -1.302
C (-1.16765, 1.03978, -0.86486)  -0.596
C (-0.94882, -0.20816, -0.18513)  0.457
Cl (0.49373, 1.86392, -1.09589)  -0.183
Cl (-2.05817, -0.59894, 1.07561)  -0.208
H (2.63783, 0.69968, 2.28026)  0.248
H (2.68194, 0.09571, 0.47710)  0.218
H (0.15162, 0.61557, 2.18333)  0.322
H (-0.66806, -1.49750, -1.97600)  0.368
H (-0.76401, -2.37040, -0.48339)  0.435
H (0.60942, -1.64516, -0.97871)  0.255
H (-1.53505, 0.88622, -1.85883)  0.359
H (-1.87918, 1.78226, -0.45919)  0.364

Cartesian forces, eV/Å:
2.4 -1.0 -0.9
-1.8 -0.9 -2.9
2.2 1.3 1.8
0.5 2.1 -0.8
2.3 -2.3 1.7
-1.2 0.0 -0.5
-0.8 0.0 0.3
0.4 0.1 0.0
-0.6 0.6 0.9
-1.8 0.6 1.9
-1.2 0.2 -2.1
-1.1 -0.9 0.6
-0.2 0.9 0.4
0.0 -0.2 -0.9
0.8 -0.6 0.5


The following is a quantum chemistry calculation of a structure of composition C2H6ORb, from the Open Molecules 2025 dataset.

- Multiplicity: 2
- Relative energy (zero: lowest compared OMol25 entry of this formula, charge and spin): 11.3 kJ/mol
- HOMO energy (spin up / spin down): -3.389 / -11.090 eV
- ⟨S²⟩: 0.750
- Gap between HOMO and LUMO (spin up / spin down): 3.505 / 11.248 eV

Each line ends with the Mulliken charge.
Atoms and positions in Å:
Rb (0.69639, -2.28721, 1.73564)  -0.097
C (-1.03003, -0.14452, -0.06731)  -0.793
C (0.29027, 0.53123, -0.48275)  -0.177
O (1.27696, 0.41208, 0.48646)  -0.430
H (-1.87207, 0.50617, -0.30324)  0.299
H (-0.96906, -0.16754, 1.02074)  0.145
H (-1.24411, -1.18403, -0.31570)  0.198
H (0.18600, 1.59399, -0.70126)  0.291
H (0.58223, 0.05203, -1.41721)  0.277
H (2.08341, 0.68779, 0.04462)  0.287

Cartesian forces, eV/Å:
0.2 -0.2 0.1
0.3 1.0 1.4
-1.3 -0.4 -1.7
0.7 -0.6 0.8
-0.1 -0.3 -0.2
-0.4 0.3 0.3
0.4 0.2 -0.7
-0.6 0.1 0.0
0.4 0.0 -0.2
0.4 0.0 0.3


The following is a quantum chemistry calculation of a structure of composition C20H16Cl2FMnN6O3, from the Open Molecules 2025 dataset.

- Multiplicity: 2
- Total charge: +1
- Relative energy (zero: lowest compared OMol25 entry of this formula, charge and spin): 16.6 kJ/mol
- HOMO energy (spin up / spin down): -10.830 / -10.823 eV
- ⟨S²⟩: 0.780
- Gap between HOMO and LUMO (spin up / spin down): 5.685 / 5.635 eV

Each line ends with the Mulliken charge.
Atoms and positions in Å:
Mn (0.09449, 0.45948, 0.60104)  -0.592
Cl (0.00854, -4.90914, 4.63643)  -0.166
C (-0.45154, -3.53168, 3.71974)  0.081
C (0.48300, -2.91866, 2.93367)  -0.923
C (0.10756, -1.78096, 2.19156)  0.161
N (0.88863, -1.03983, 1.35968)  0.792
C (2.20584, -1.34462, 1.02115)  0.454
O (2.82399, -2.33005, 1.33124)  -0.649
C (2.80292, -0.27112, 0.15265)  0.450
C (4.12534, -0.34966, -0.24070)  -0.733
C (4.64512, 0.67857, -1.00948)  -0.414
C (3.82508, 1.74488, -1.34559)  -0.813
C (2.51065, 1.74101, -0.91147)  -0.103
N (2.00179, 0.74802, -0.18488)  0.463
C (-1.22704, -1.29534, 2.25746)  0.482
C (-2.17489, -1.94633, 3.07096)  -1.008
C (-1.78629, -3.04270, 3.78916)  0.136
Cl (-2.93863, -3.82931, 4.78984)  -0.163
N (-1.42270, -0.20643, 1.46343)  0.701
C (-2.63307, 0.45632, 1.30974)  0.588
O (-3.70508, 0.13366, 1.75628)  -0.656
C (-2.47677, 1.66618, 0.42638)  0.269
C (-3.55523, 2.49543, 0.18418)  -0.730
C (-3.36460, 3.60499, -0.62381)  -0.427
C (-2.10813, 3.83515, -1.16106)  -0.876
C (-1.08519, 2.94763, -0.87511)  0.040
N (-1.26000, 1.88232, -0.09588)  0.379
H (1.49020, -3.29766, 2.89198)  0.667
H (4.71250, -1.20150, 0.07195)  0.539
H (5.67741, 0.65604, -1.33151)  0.459
H (4.19453, 2.57665, -1.92812)  0.465
H (1.85200, 2.56562, -1.14008)  0.226
H (-3.18829, -1.58741, 3.13440)  0.682
H (-4.50648, 2.25873, 0.63962)  0.551
H (-4.18246, 4.28277, -0.82758)  0.452
H (-1.91386, 4.69173, -1.79035)  0.472
H (-0.09577, 3.09772, -1.28059)  0.195
F (0.52829, 1.59636, 1.86191)  -0.644
C (1.46977, -1.40630, -3.06882)  -0.661
N (0.11335, -0.92498, -3.29190)  -0.241
C (-0.66138, -0.51558, -2.27990)  0.476
N (-1.91021, -0.07421, -2.56077)  -0.319
O (-0.22773, -0.54940, -1.10959)  -0.470
H (1.82989, -1.84653, -3.99424)  0.379
H (1.48124, -2.16574, -2.28912)  0.256
H (2.13518, -0.59084, -2.78489)  0.152
H (-0.26705, -0.95913, -4.22144)  0.202
H (-2.32424, -0.23570, -3.46291)  0.206
H (-2.54066, 0.03155, -1.78468)  0.211

Cartesian forces, eV/Å:
-0.1 -0.4 0.2
0.0 0.0 0.0
-0.1 0.0 0.0
0.0 0.1 0.0
0.0 -0.1 0.1
0.0 0.2 -0.1
-0.1 -0.1 -0.2
0.0 0.0 0.1
0.0 0.0 0.1
0.0 0.0 0.0
0.0 0.0 0.0
0.0 0.0 0.0
0.0 0.0 0.0
0.0 0.1 -0.1
0.0 -0.1 0.1
0.0 0.1 0.0
0.0 -0.1 0.0
0.0 0.0 0.0
0.1 0.2 -0.1
0.0 -0.2 -0.2
0.0 0.0 0.1
0.0 0.0 0.1
0.0 0.0 0.0
0.0 0.0 0.0
0.0 0.0 0.0
0.0 0.0 0.0
0.1 0.1 -0.1
0.0 0.0 0.0
0.0 0.0 0.0
0.0 0.0 0.0
0.0 0.0 0.0
0.0 0.0 0.0
0.0 0.0 0.0
0.0 0.0 0.0
0.0 0.0 0.0
0.0 0.0 0.0
0.0 0.0 0.0
0.0 0.0 0.0
0.0 0.0 0.0
0.0 0.0 0.0
-0.1 0.0 0.0
0.0 0.0 0.0
0.1 0.0 0.0
0.0 0.0 0.0
0.0 0.0 0.0
0.0 0.0 0.0
0.0 0.0 0.0
0.0 0.0 0.0
0.0 0.0 0.0


The following is a quantum chemistry calculation of a cluster of 13 separate species, C5H38N2O12 in total, from the Open Molecules 2025 dataset.

- Relative energy (zero: lowest compared OMol25 entry of this formula, charge and spin): 670.2 kJ/mol
- HOMO energy: -8.657 eV
- Gap between HOMO and LUMO: 8.581 eV

Each line ends with the Mulliken charge.
Atoms and positions in Å:
N (-0.15580, -2.46577, 0.73346)  -0.434
C (-1.74819, -0.15311, -0.87702)  -1.491
C (-0.27924, -0.13760, -0.44371)  -0.419
C (0.18156, -1.05026, 0.71314)  1.936
C (1.83957, -0.95145, 1.04293)  -0.859
N (2.10223, 0.37815, 1.52483)  0.121
C (3.29659, 0.49482, 2.34565)  -1.096
H (0.33138, -3.14074, 0.24366)  0.317
H (-1.07986, -2.56765, 0.31758)  0.082
H (-1.75112, -0.40395, -1.85303)  0.207
H (-2.37394, -0.93738, -0.60913)  0.371
H (-2.11525, 0.87834, -0.41003)  0.321
H (0.30374, -0.34288, -1.23483)  0.452
H (-0.05032, 0.87637, -0.13868)  0.172
H (-0.20324, -0.67970, 1.68586)  -0.934
H (1.87339, -1.66552, 1.84288)  -0.190
H (2.52827, -1.31482, 0.34982)  0.521
H (2.03459, 1.03139, 0.73668)  0.049
H (3.55056, -0.39062, 2.96657)  0.284
H (4.02319, 0.67673, 1.53681)  0.355
H (3.17854, 1.36703, 2.85866)  0.383
H (1.29811, 1.99043, -2.90486)  0.298
H (2.68884, 2.09309, -2.42160)  0.304
O (2.15119, 1.51980, -3.00387)  -0.634
H (-2.57109, 0.96213, -2.69920)  0.448
H (-2.11047, 0.52450, -3.90469)  0.316
O (-2.52696, 1.29772, -3.55232)  -0.621
H (3.25005, -2.90527, -1.59262)  0.317
H (2.27031, -2.25581, -2.75707)  0.317
O (2.48320, -3.14384, -2.30546)  -0.654
H (-2.73940, 3.38690, -1.73717)  0.297
H (-2.37767, 3.61891, -3.21042)  0.304
O (-2.24854, 3.97918, -2.26594)  -0.616
H (-0.22888, 1.87677, 2.42500)  0.275
H (0.40452, 0.77584, 3.26954)  0.302
O (-0.41258, 1.34576, 3.19126)  -0.713
H (1.66727, -3.21441, 3.41471)  0.268
H (0.32501, -3.33648, 2.55249)  0.400
O (0.74035, -3.51163, 3.47647)  -0.701
H (2.57537, 3.98792, -0.58446)  0.254
H (1.11609, 3.50300, -0.50760)  0.312
O (2.04898, 3.19004, -0.52237)  -0.595
H (-1.99841, 0.90825, 4.79538)  0.268
H (-1.62096, -0.05909, 3.80174)  0.390
O (-2.33094, 0.14539, 4.43852)  -0.659
H (-0.74826, -3.36674, -2.48847)  0.237
H (-1.95061, -3.99157, -1.60953)  0.279
O (-1.20436, -3.31035, -1.69232)  -0.533
H (-0.50882, -0.89737, -4.77654)  0.244
H (0.27063, 0.04854, -3.72396)  0.311
O (-0.36523, -0.63926, -3.86354)  -0.567
H (-1.38488, 5.01017, -0.51289)  0.319
H (-1.82209, 4.11150, 0.59775)  0.294
O (-0.99678, 4.48582, 0.24049)  -0.592
H (-2.17213, -2.87936, 2.18137)  0.312
H (-3.54794, -2.61157, 2.66431)  0.258
O (-2.90952, -2.14028, 2.25576)  -0.587

Cartesian forces, eV/Å:
-2.6 0.9 1.1
0.7 3.3 3.9
-1.3 -0.6 3.1
2.9 0.1 1.3
-4.3 0.7 0.9
-1.7 -0.8 0.3
0.7 -1.3 -3.3
2.0 -0.8 -1.6
0.0 0.1 0.3
-0.1 0.6 -3.8
-1.0 -1.4 2.0
-0.2 -2.2 -1.9
2.2 -0.8 -3.0
0.2 0.2 0.1
0.0 0.1 -0.8
0.2 -0.2 0.8
0.9 -0.5 -2.1
0.6 -0.1 0.7
-0.5 0.6 -0.5
1.2 -0.3 1.1
0.2 2.2 2.0
0.5 -0.4 -0.2
-0.1 -0.6 -0.2
-0.5 0.9 0.4
-0.5 -0.3 3.1
0.7 -0.6 -1.2
-0.3 1.2 -2.0
-2.9 -0.7 -2.7
0.6 -1.9 1.2
2.2 2.7 1.6
-0.9 -1.1 0.8
0.3 0.7 2.2
0.5 0.4 -3.1
0.2 0.3 -0.6
-1.0 1.0 -0.4
1.5 -0.9 0.6
-0.7 -0.2 -0.1
1.0 0.0 1.8
-0.3 0.4 -1.8
0.1 0.3 0.1
0.7 -0.2 0.1
-0.9 0.0 -0.1
1.1 3.1 1.5
-0.9 -0.1 0.2
-0.9 -3.3 -1.4
1.0 -0.6 -2.3
1.9 1.4 -0.8
-3.1 -1.0 2.7
0.6 0.5 -0.2
0.7 0.5 -0.6
-1.2 -1.2 0.6
0.9 -0.7 0.7
0.6 0.0 0.2
-1.3 0.6 -0.9
-1.8 2.5 0.1
-3.7 -2.1 2.3
5.6 -0.4 -2.5


The following is a quantum chemistry calculation of a cluster of 2 separate species, FH2OP in total, from the Open Molecules 2025 dataset.

- Relative energy (zero: lowest compared OMol25 entry of this formula, charge and spin): 760.7 kJ/mol
- HOMO energy (spin up / spin down): -10.631 / -9.188 eV
- Gap between HOMO and LUMO (spin up / spin down): 9.179 / 6.761 eV

Each line ends with the Mulliken charge.
Atoms and positions in Å:
O (-1.39892, 0.62127, -0.80566)  -0.054
F (-1.73719, 0.70614, 0.49852)  -0.011
P (1.57977, -0.15499, -0.05524)  -0.021
H (0.93293, -1.17376, -0.66293)  0.047
H (0.62342, 0.00134, 1.02531)  0.040

Cartesian forces, eV/Å:
0.2 0.0 0.3
-0.1 0.0 -0.2
0.3 1.5 1.0
-0.9 -1.2 -0.5
0.5 -0.3 -0.6


What are the max |F| values for these records? In order: 0.59, 3.62, 2.22, 0.46, 6.17, 1.89 eV Å⁻¹.